ORCA calculation (ωB97M-V with the def2-TZVPD basis set) on 2 unconnected molecules or ions with the total composition C6H13NO.

The geometry in XYZ format:
```
21
Properties=species:S:1:pos:R:3:lowdin_charge:R:1
C 0.02 1.29 0.79 -0.10
C -1.18 1.22 -0.03 -0.10
C -0.74 -2.52 0.15 -0.13
C 1.17 2.14 0.36 -0.05
C 0.16 -0.41 -1.63 -0.03
C -0.72 -0.21 -0.42 -0.40
O 1.04 -0.52 1.41 -0.31
N -1.06 -1.13 0.42 0.03
H 1.28 -1.07 2.18 -0.03
H -0.14 1.15 1.85 0.12
H -2.12 1.18 0.51 0.12
H -1.21 1.87 -0.90 0.12
H 0.24 -2.67 -0.30 0.07
H -0.78 -3.07 1.09 0.07
H -1.51 -2.93 -0.51 0.09
H 0.93 3.18 0.60 0.10
H 2.08 1.86 0.90 0.08
H 1.36 2.07 -0.71 0.08
H -0.27 -1.17 -2.28 0.09
H 1.14 -0.76 -1.30 0.09
H 0.31 0.52 -2.18 0.07
```

Results
- ΔE to the lowest compared entry with this formula, charge and spin: 129.9 kcal/mol
- Largest force on an atom: 0.053 Eh/bohr
- E_HOMO (alpha / beta): -7.9 / -7.9 eV
- Frontier orbital gap (alpha / beta): 7.50 / 7.50 eV